This record from the Open Molecules 2025 dataset describes a gas-phase ion, C26H54ClN3P (charge +1). The level of theory is ωB97M-V/def2-TZVPD.

Element x y z (Å)
C (10.941813, -2.496379, -1.604258)
C (10.464987, -2.726669, -0.172420)
C (9.867317, -1.470243, 0.471152)
C (8.363715, -1.325276, 0.244228)
C (7.755767, -0.096873, 0.941635)
C (6.931724, 0.806829, 0.018339)
C (5.921686, 1.699406, 0.763381)
C (4.453810, 1.301026, 0.540622)
C (3.771796, 2.068475, -0.608310)
C (2.768298, 3.115210, -0.121692)
C (1.493300, 2.497124, 0.462487)
C (0.444498, 2.136424, -0.604736)
C (-0.866937, 2.901566, -0.442789)
C (-1.965969, 2.409959, -1.397293)
C (-2.920737, 1.380180, -0.764240)
C (-4.281053, 1.956073, -0.333143)
C (-4.581121, 1.863739, 1.157368)
N (-5.339516, 0.602036, 1.242572)
C (-5.281398, -0.306938, 2.393286)
C (-4.665767, -1.691976, 2.095788)
C (-5.623887, -2.880213, 2.300491)
C (-5.374378, -4.056363, 1.347866)
C (-3.894324, -4.449395, 1.164386)
C (-3.420093, -4.325425, -0.281259)
C (-5.807559, 0.324021, 0.028288)
N (-6.607653, -0.734190, -0.151780)
Cl (-6.963666, -1.401833, -1.648102)
N (-5.417438, 1.177750, -0.942673)
P (-6.561965, 2.220600, -1.888060)
C (-6.628754, 1.443901, -3.532331)
C (-8.181651, 1.740498, -1.196992)
H (11.487616, -3.357651, -1.990373)
H (10.100228, -2.311974, -2.275896)
H (11.601532, -1.628129, -1.661804)
H (9.696224, -3.505823, -0.185725)
H (11.288099, -3.107928, 0.433949)
H (10.070462, -1.461367, 1.545701)
H (10.357774, -0.586455, 0.048305)
H (7.864767, -2.238981, 0.578796)
H (8.178825, -1.255955, -0.833433)
H (7.123914, -0.416660, 1.775103)
H (8.562370, 0.491589, 1.389733)
H (7.607605, 1.429265, -0.573597)
H (6.405463, 0.176167, -0.705485)
H (6.141967, 1.668394, 1.833418)
H (6.059414, 2.741541, 0.463391)
H (3.892295, 1.445745, 1.467738)
H (4.412959, 0.227736, 0.335526)
H (4.539413, 2.566264, -1.206144)
H (3.268082, 1.375625, -1.290255)
H (2.491998, 3.768092, -0.956018)
H (3.251177, 3.757467, 0.620543)
H (1.054274, 3.195900, 1.180360)
H (1.752208, 1.604250, 1.036380)
H (0.233072, 1.062023, -0.594432)
H (0.846690, 2.351884, -1.599225)
H (-1.201126, 2.812806, 0.597733)
H (-0.678380, 3.965841, -0.604646)
H (-1.493395, 1.958214, -2.271846)
H (-2.539463, 3.259541, -1.775957)
H (-2.429914, 0.930090, 0.105632)
H (-3.106666, 0.562788, -1.463049)
H (-4.351091, 2.995096, -0.649550)
H (-3.681572, 1.797117, 1.766679)
H (-5.191376, 2.696136, 1.515113)
H (-4.685416, 0.217356, 3.135603)
H (-6.283485, -0.398113, 2.825514)
H (-3.803791, -1.812253, 2.749589)
H (-4.265449, -1.703339, 1.078863)
H (-5.570481, -3.219576, 3.335990)
H (-6.665204, -2.543947, 2.180697)
H (-5.934245, -4.915431, 1.718600)
H (-5.808609, -3.823317, 0.369325)
H (-3.764412, -5.482320, 1.488645)
H (-3.248902, -3.852815, 1.812549)
H (-3.700888, -3.358755, -0.711130)
H (-2.338803, -4.428730, -0.365343)
H (-3.882835, -5.092681, -0.904197)
H (-6.855551, -1.315942, 0.635150)
H (-7.519314, 1.861620, -4.009874)
H (-5.762115, 1.769958, -4.107101)
H (-6.698397, 0.360567, -3.562999)
H (-8.908676, 2.292526, -1.797450)
H (-8.448904, 0.685772, -1.237663)
H (-8.264828, 2.107725, -0.173214)

Cartesian forces, eV/Å:
-0.053 0.034 -0.027
-0.123 0.027 -0.102
-0.025 -0.016 -0.036
0.083 0.080 -0.135
-0.026 -0.028 0.016
-0.006 0.044 -0.104
0.005 0.032 0.078
0.038 -0.084 -0.043
0.020 -0.034 -0.060
0.038 -0.013 -0.012
0.016 0.079 -0.011
0.004 -0.111 0.061
-0.003 0.106 -0.035
0.037 -0.004 0.071
0.046 -0.143 -0.024
0.293 0.134 -0.040
0.030 -0.073 0.215
0.382 -0.019 -0.422
-0.155 0.016 0.087
-0.066 0.048 0.018
-0.068 0.086 -0.120
0.007 -0.012 0.073
-0.032 -0.080 0.001
-0.082 0.036 -0.032
-0.105 -0.229 0.113
-0.066 0.058 0.163
0.129 -0.180 -0.025
-0.262 0.449 0.282
0.023 -0.300 0.031
0.084 0.065 -0.146
-0.089 0.073 0.042
-0.025 -0.015 -0.007
0.012 0.027 0.009
0.040 -0.036 0.018
0.093 -0.089 0.107
0.036 0.046 -0.014
-0.035 -0.011 -0.004
0.070 0.018 0.135
-0.025 0.022 0.004
0.006 -0.032 0.011
-0.004 -0.041 -0.013
-0.061 0.043 0.033
0.062 -0.081 -0.017
-0.080 0.042 0.027
0.064 -0.016 -0.013
-0.068 0.027 0.047
-0.033 0.064 -0.043
0.019 -0.016 0.086
0.001 -0.034 -0.032
-0.047 0.019 0.033
-0.010 0.043 0.045
0.025 -0.055 0.022
-0.046 -0.003 -0.034
0.022 0.041 0.042
-0.008 -0.001 0.022
-0.021 -0.047 -0.024
-0.061 0.020 -0.022
0.038 -0.006 0.005
0.024 0.044 0.001
-0.058 -0.039 -0.008
0.012 -0.058 -0.063
-0.060 0.036 -0.022
-0.132 -0.072 -0.148
0.004 0.004 -0.044
-0.024 -0.045 0.038
-0.030 0.042 0.018
0.015 -0.061 -0.044
0.049 -0.029 -0.052
-0.033 0.050 -0.042
0.059 0.024 0.029
0.025 -0.059 0.026
-0.081 0.025 -0.029
0.066 0.046 -0.026
0.087 0.015 0.026
-0.043 0.016 0.014
0.060 0.028 0.042
-0.001 -0.046 -0.001
0.008 0.011 -0.013
0.026 -0.020 -0.004
0.046 0.024 -0.060
-0.019 -0.042 -0.031
-0.005 0.053 0.088
-0.034 0.018 0.055
0.040 0.080 -0.059
-0.037 -0.012 0.006

Energy above the lowest of the compared OMol25 structures with the same formula, charge and spin: 0.0 kJ/mol
DFT total energy: -54113.355 eV
Net charge: +1
Frontier orbital gap: 8.98 eV